Formula: C4H32NO14
Source: the Open Molecules 2025 dataset
Level of theory: the ωB97M-V functional and the def2-TZVPD basis

Geometry as XYZ:
```
51
C4H32NO14 | the Open Molecules 2025 dataset | the ωB97M-V functional and the def2-TZVPD basis
C 1.9397 2.0597 0.3053
C 1.8369 3.0460 -0.9512
C 0.7482 2.8287 -1.9165
O 1.0368 2.2270 -2.9458
N 1.4785 0.6406 0.1954
C 0.4133 0.3584 1.1457
O -0.7927 0.6508 0.5069
H 1.5425 2.6221 1.1739
H 3.1004 1.9352 0.3563
H 2.7507 3.0818 -1.5425
H 2.1262 4.0357 -0.4926
H -0.3090 3.0891 -1.7089
H 1.2850 0.4938 -0.7862
H 0.4246 -0.7691 1.4309
H 0.4851 0.8875 2.0952
H 1.5925 -2.8096 -1.6526
H 2.5632 -1.6908 -1.5741
O 2.5515 -2.6810 -1.6451
H 3.3247 -2.0161 0.6621
H 2.7900 -3.2061 0.0303
O 2.9689 -2.8734 0.9192
H -1.2836 0.4607 -2.8915
H -2.2691 -0.3793 -3.5131
O -1.7891 0.4330 -3.7233
H 1.8291 0.7351 -2.8311
H 1.3566 -0.7127 -2.7691
O 2.1497 -0.1792 -2.6331
H -2.6637 1.9960 1.6557
H -2.3520 0.6283 1.2480
O -2.9404 1.1035 1.9307
H -0.3954 -3.3832 1.9419
H -1.2538 -2.4616 2.7222
O -0.7938 -3.3027 2.8236
H -2.4502 -1.1825 2.9544
H -1.6582 0.0963 2.9915
O -2.0033 -0.5926 3.5617
H -1.4246 -2.9896 -2.7091
H -1.6514 -0.2982 0.2598
O -1.6867 -3.3177 -1.8468
H -2.5201 -1.5509 0.6561
H -1.8764 -2.5246 -1.3051
O -2.0625 -1.2769 -0.1524
H -0.2210 -4.0756 -0.1872
H -0.1611 -2.5626 0.2120
O 0.3606 -3.3772 0.1231
H -1.4297 2.2545 0.2311
H -0.6498 3.1040 0.9586
O -1.4642 3.2306 0.3994
H -1.1773 2.6427 3.3690
H 0.2989 2.9370 2.9767
O -0.5307 3.3423 3.2323
```

The value obtained for the frontier orbital gap is 8.73 eV. The calculation puts the molar mass at 318.3 g/mol. The calculation puts the strongest force on any atom at 3.4 eV/A. The net charge is -1.

Here are the Löwdin charges for atoms 1 to 4, given in e:
1 C -0.172
2 C -0.146
3 C -0.213
4 O 0.006

***

Formula: C44H70BrN17O5S
Source: the Open Molecules 2025 dataset
Level of theory: the ωB97M-V functional and the def2-TZVPD basis

Geometry as XYZ:
```
138
C44H70BrN17O5S | the Open Molecules 2025 dataset | the ωB97M-V functional and the def2-TZVPD basis
C 1.9804 -3.4468 -1.0204
C 1.1581 -2.1468 -1.6463
C 0.3117 -1.2939 -0.5317
Br 0.4478 -2.1881 1.2862
C 0.6243 0.3147 -0.4983
C 0.3800 0.9424 -2.0259
O -0.8567 0.4592 -2.6590
C -1.7688 1.5552 -3.0205
O -3.1581 1.0113 -2.8639
C -3.2246 0.0643 -1.7399
C -4.8238 -0.0942 -1.2762
O -5.5502 1.0746 -1.7962
C 2.1623 0.8415 -0.1925
C 3.3337 -0.2481 0.1669
O 3.5328 -0.8331 1.3543
O 4.2909 -0.5753 -0.9382
C 2.1294 1.9038 1.0693
C 0.8068 1.2982 1.8500
N -0.1237 0.9669 0.6639
S -0.9033 2.5169 0.4159
H 1.2843 -4.2860 -0.5955
H 2.8482 -3.1237 -0.2748
H 2.5408 -3.9326 -1.9557
H 0.3758 -2.6193 -2.4144
H 1.9446 -1.5320 -2.2565
H -0.8379 -1.4045 -0.8326
H 0.5240 2.1144 -2.0635
H 1.2778 0.5000 -2.6770
H -1.5763 1.8991 -4.1471
H -1.6677 2.5233 -2.3710
H -2.8941 -1.0457 -2.0296
H -2.6647 0.4500 -0.7597
H -4.8853 -0.1008 -0.0955
H -5.2075 -1.1330 -1.7105
H -6.4278 1.0873 -1.2867
H 2.5595 1.5086 -1.0908
H 3.1169 1.8096 1.7323
H 1.9821 3.0087 0.6974
H 0.3951 2.2466 2.4339
H 1.2101 0.4029 2.4929
H -0.9148 0.4103 1.1078
H 0.0185 3.4544 -0.1524
C 5.7663 3.5606 0.7799
C 4.5635 4.3669 1.0470
N 3.6132 5.0040 1.2580
H 6.1079 3.0342 1.6774
H 5.5828 2.8030 0.0107
H 6.5994 4.1801 0.4314
C -2.4200 -4.7839 -2.2600
C -3.3595 -3.9180 -1.5279
N -4.1018 -3.2340 -0.9495
H -2.9167 -5.3228 -3.0737
H -1.6022 -4.2077 -2.7056
H -1.9667 -5.5346 -1.6041
C 6.5139 6.2627 -2.6992
C 7.6074 5.7655 -1.8475
N 8.4712 5.3727 -1.1745
H 6.0056 7.1200 -2.2454
H 6.8797 6.5854 -3.6797
H 5.7554 5.4925 -2.8744
C -7.9156 0.5098 1.9532
C -8.5633 0.9065 0.6917
N -9.0750 1.2197 -0.3050
H -7.0464 -0.1327 1.7771
H -7.5655 1.3797 2.5191
H -8.6010 -0.0442 2.6032
C 6.8431 5.8528 4.6041
C 7.0930 4.5037 4.0697
N 7.2905 3.4378 3.6473
H 6.0123 6.3450 4.0876
H 6.5909 5.8255 5.6695
H 7.7200 6.4997 4.4959
C -4.9363 -5.2790 -5.9752
C -4.4443 -6.1495 -4.8942
N -4.0556 -6.8374 -4.0402
H -5.8195 -4.7101 -5.6660
H -4.1774 -4.5538 -6.2875
H -5.2172 -5.8556 -6.8628
C 6.4910 4.4355 8.6759
C 5.9842 5.6806 8.0750
N 5.5839 6.6644 7.6003
H 7.1329 4.6355 9.5404
H 5.6751 3.7916 9.0209
H 7.0826 3.8532 7.9616
C -8.1569 0.3569 -3.7316
C -7.9070 -0.9922 -4.2661
N -7.7095 -2.0580 -4.6884
H -8.9877 0.8491 -4.2481
H -8.4091 0.3296 -2.6662
H -7.2800 1.0039 -3.8398
C -6.4090 -9.5731 -5.1898
C -6.9158 -8.3280 -5.7907
N -7.3161 -7.3442 -6.2654
H -5.7671 -9.3730 -4.3254
H -7.2249 -10.2170 -4.8448
H -5.8174 -10.1554 -5.9041
C -5.8894 4.1791 -1.4969
C -6.1507 4.9406 -0.2640
N -6.3572 5.5421 0.7102
H -6.8123 3.9774 -2.0510
H -5.2185 4.7207 -2.1722
H -5.4221 3.2120 -1.2838
C 7.8328 5.3273 -6.7328
C 6.8933 6.1931 -6.0007
N 6.1510 6.8771 -5.4223
H 7.3360 4.7883 -7.5465
H 8.6506 5.9035 -7.1784
H 8.2861 4.5766 -6.0769
C 4.9910 0.2363 10.3206
C 4.4842 1.4815 9.7197
N 4.0839 2.4653 9.2450
H 5.6329 0.4364 11.1851
H 4.1751 -0.4076 10.6656
H 5.5826 -0.3460 9.6063
C -11.2712 -8.1893 -5.8333
C -10.6726 -9.5162 -5.6111
N -10.1997 -10.5646 -5.4356
H -12.0906 -8.2316 -6.5586
H -11.6795 -7.7697 -4.9079
H -10.5366 -7.4732 -6.2166
C 8.0275 3.8924 12.6841
C 8.2774 2.5433 12.1496
N 8.4750 1.4774 11.7272
H 7.1967 4.3846 12.1675
H 7.7753 3.8650 13.7494
H 8.9044 4.5393 12.5758
C -0.7587 -7.7565 -5.3247
C -0.2456 -6.3841 -5.1784
N 0.1598 -5.2998 -5.0627
H -1.2835 -8.0905 -4.4234
H -1.4641 -7.8378 -6.1585
H 0.0484 -8.4723 -5.5130
C 2.8440 -0.2314 4.8996
C 3.3488 -0.8500 6.1369
N 3.7475 -1.3388 7.1144
H 2.4253 0.7632 5.0863
H 3.6370 -0.1137 4.1535
H 2.0537 -0.8338 4.4394
```

The value obtained for the frontier orbital gap is 6.66 eV. The calculation puts the molar mass at 1029.1 g/mol. The calculation puts the strongest force on any atom at 8.0 eV/A. The net charge is 0.

Here are the Löwdin charges for atoms 1 to 4, given in e:
1 C -0.188
2 C -0.232
3 C -0.511
4 Br 0.709

***

Formula: C8H8FNOS
Source: the Open Molecules 2025 dataset
Level of theory: the ωB97M-V functional and the def2-TZVPD basis

Geometry as XYZ:
```
20
C8H8FNOS | the Open Molecules 2025 dataset | the ωB97M-V functional and the def2-TZVPD basis
C 2.0671 -1.3799 -0.6347
C 2.0148 -1.5224 0.7819
C 1.2186 -0.4614 -1.1642
C 1.3802 -0.5483 1.5156
C 0.3811 0.3426 -0.4525
C 0.4178 0.3047 0.9281
C -0.6487 1.0883 -1.2228
C -2.0712 0.8569 -0.8235
N -1.6106 1.1030 1.9437
O -0.3543 0.9263 1.8604
F -1.9892 -0.9751 2.2622
S -2.6486 1.4864 0.7711
H 2.4778 -2.0430 -1.2938
H 2.5145 -2.3178 1.2593
H 1.0909 -0.3288 -2.1421
H 1.5103 -0.4271 2.5600
H -0.3222 2.1271 -1.4117
H -0.6716 0.7178 -2.2370
H -2.5957 1.3402 -1.7065
H -2.1611 -0.2895 -0.7935
```

The value obtained for the frontier orbital gap (spin up / spin down) is 7.91 / 7.93 eV. The calculation puts the molar mass at 185.2 g/mol. The calculation puts the strongest force on any atom at 4.1 eV/A. The net charge is 0.

Here are the Löwdin charges for atoms 1 to 4, given in e:
1 C -0.021
2 C -0.025
3 C -0.050
4 C 0.027

***

Formula: C30H35MnN5O2S3Si
Source: the Open Molecules 2025 dataset
Level of theory: the ωB97M-V functional and the def2-TZVPD basis

Geometry as XYZ:
```
77
C30H35MnN5O2S3Si | the Open Molecules 2025 dataset | the ωB97M-V functional and the def2-TZVPD basis
Mn -0.7878 -1.1976 -1.4475
C -1.0004 -1.2808 0.6922
Si -0.3778 0.2933 1.3110
C -0.8280 1.6345 0.0298
N -0.9605 1.1509 -1.3786
C -2.2186 1.6160 -1.9918
C -2.3241 3.1389 -2.1145
C -0.9640 3.7740 -2.4521
C -0.0747 2.7506 -3.1498
C 0.2090 1.5542 -2.2351
C 1.4572 0.2954 1.6367
C 2.1348 1.4998 1.8799
C 3.4872 1.5124 2.1986
C 4.1882 0.3132 2.2834
C 3.5405 -0.8900 2.0398
C 2.1872 -0.8939 1.7116
C -1.2378 0.9207 2.8707
C -0.5695 1.1504 4.0775
C -1.2556 1.5678 5.2171
C -2.6292 1.7646 5.1707
C -3.3169 1.5380 3.9822
C -2.6234 1.1217 2.8530
H -2.0616 -1.3722 0.9658
H -0.4740 -2.1350 1.1236
H -0.1346 2.4809 0.0734
H -1.7979 2.0267 0.3552
H -3.0409 1.2360 -1.3867
H -2.3075 1.1406 -2.9709
H -2.7130 3.5622 -1.1863
H -3.0578 3.3658 -2.8924
H -0.4703 4.1111 -1.5367
H -1.1005 4.6575 -3.0773
H 0.8789 3.1922 -3.4431
H -0.5600 2.4137 -4.0699
H 1.0283 1.7952 -1.5576
H 0.5443 0.7158 -2.8399
H 1.5940 2.4442 1.8398
H 3.9920 2.4525 2.3903
H 5.2418 0.3179 2.5375
H 4.0811 -1.8267 2.0952
H 1.6952 -1.8439 1.5205
H 0.5042 0.9956 4.1335
H -0.7144 1.7384 6.1422
H -3.1640 2.0911 6.0555
H -4.3907 1.6867 3.9395
H -3.1817 0.9411 1.9332
O 5.4144 -4.5155 -1.4637
S 4.6801 -3.6202 -0.6238
O 4.7209 -3.7969 0.8006
N 3.0981 -3.5694 -1.1217
C 2.7773 -2.3910 -1.5431
S 1.2235 -2.0557 -2.2210
C 3.8784 -1.3633 -1.4749
C 3.8433 -0.0186 -1.7858
C 5.0084 0.7248 -1.6270
C 6.1832 0.1250 -1.1749
C 6.2150 -1.2272 -0.8545
C 5.0429 -1.9396 -1.0122
H 2.9217 0.4276 -2.1402
H 5.0055 1.7842 -1.8552
H 7.0831 0.7198 -1.0685
H 7.1218 -1.7020 -0.4960
C -5.6251 -1.2258 0.5732
C -5.1894 -1.0233 -0.8827
C -4.1373 -1.9903 -1.3280
N -3.0158 -1.6710 -1.8532
N -2.1819 -2.7494 -2.1206
C -2.7012 -3.8823 -1.7664
N -2.0629 -5.0621 -1.9367
S -4.2885 -3.7118 -1.1123
H -6.3583 -0.4696 0.8549
H -4.7711 -1.1490 1.2495
H -6.0869 -2.2046 0.7240
H -4.7739 -0.0285 -1.0219
H -6.0506 -1.1108 -1.5477
H -1.0748 -4.9857 -2.1429
H -2.3266 -5.8393 -1.3569
```

The value obtained for the frontier orbital gap (spin up / spin down) is 7.20 / 8.23 eV. The calculation puts the molar mass at 676.9 g/mol. The calculation puts the strongest force on any atom at 1.4 eV/A. As for the multiplicity: 6. The net charge is 0.

Here are the Löwdin charges for atoms 1 to 4, given in e:
1 Mn 0.548
2 C -0.318
3 Si 0.555
4 C -0.203

***

Formula: C23H17GaN5O5SSe
Source: the Open Molecules 2025 dataset
Level of theory: the ωB97M-V functional and the def2-TZVPD basis

Geometry as XYZ:
```
53
C23H17GaN5O5SSe | the Open Molecules 2025 dataset | the ωB97M-V functional and the def2-TZVPD basis
Ga -0.4683 -0.2129 0.0673
O 4.6124 -2.5710 -3.7695
C 3.9125 -1.6043 -4.0996
O 3.8922 -0.8641 -5.0915
C 2.8624 -1.2147 -3.0236
C 2.7875 -1.9339 -1.8311
C 1.8667 -1.5479 -0.8849
N 1.0546 -0.5145 -1.1194
C 1.1157 0.2008 -2.2453
C 2.0173 -0.1254 -3.2322
C 0.1683 1.3436 -2.2269
C 0.0185 2.2374 -3.2701
C -0.8831 3.2780 -3.1301
C -1.6172 3.4005 -1.9581
C -1.4284 2.4665 -0.9642
N -0.5403 1.4728 -1.0843
C 1.6938 -2.1005 0.4811
C 2.4599 -3.1362 0.9870
C 2.2682 -3.5260 2.3017
C 1.3256 -2.8682 3.0793
C 0.5946 -1.8490 2.5034
N 0.7685 -1.4749 1.2337
H 3.4877 -2.7523 -1.7170
H 2.1351 0.4107 -4.1658
H 0.5975 2.1121 -4.1733
H -1.0189 3.9876 -3.9351
H -2.3365 4.1941 -1.8215
H -2.0009 2.4935 -0.0475
H 3.1969 -3.6181 0.3614
H 2.8551 -4.3332 2.7189
H 1.1550 -3.1378 4.1110
H -0.1580 -1.3128 3.0675
Se -3.0677 0.0153 2.1212
N -1.4137 0.5420 1.6356
C -0.9780 1.4591 2.4966
C 0.2775 2.1315 2.4448
C 0.5506 3.0307 3.4236
C -0.3709 3.3144 4.4904
C -1.5662 2.6891 4.5752
C -1.9029 1.7277 3.5678
N -3.0255 1.0334 3.5412
H 0.9846 1.9278 1.6499
H 1.4963 3.5563 3.4111
H -0.0845 4.0437 5.2351
H -2.2718 2.8836 5.3703
C -3.7964 -2.5405 -1.3959
S -2.5519 -1.3045 -1.4453
O -1.9165 -1.3190 -2.7260
O -3.0843 -0.0275 -0.9843
O -1.5587 -1.7283 -0.3292
H -4.3986 -2.4066 -2.2919
H -4.3992 -2.4122 -0.5008
H -3.3167 -3.5159 -1.4111
```

The value obtained for the frontier orbital gap is 5.07 eV. The calculation puts the molar mass at 624.2 g/mol. The calculation puts the strongest force on any atom at 0.7 eV/A. The net charge is +1.

Here are the Löwdin charges for atoms 1 to 4, given in e:
1 Ga 0.373
2 O -0.003
3 C -0.680
4 O -0.001

***

Formula: C6H9N2
Source: the Open Molecules 2025 dataset
Level of theory: the ωB97M-V functional and the def2-TZVPD basis

Geometry as XYZ:
```
17
C6H9N2 | the Open Molecules 2025 dataset | the ωB97M-V functional and the def2-TZVPD basis
C 0.4017 -0.5521 -3.4133
C 0.6429 -0.2944 -2.2209
N 0.8982 0.1292 -0.9449
C -0.3955 -0.5206 0.0398
N -1.1393 -1.3541 -0.5960
C -0.3161 -0.2009 1.4326
C 0.8612 0.4682 2.0474
C -0.2357 1.3253 1.6073
H 0.1643 -0.6169 -4.4899
H 1.1134 1.2067 -0.9056
H -1.8151 -1.9505 -0.3354
H -1.0227 -1.4102 -1.6274
H -1.1668 -0.6276 1.9303
H 1.6944 0.3330 1.3970
H 1.0590 0.2417 3.1414
H -0.8310 1.9115 2.2893
H 0.0873 1.9117 0.6483
```

The value obtained for the frontier orbital gap is 9.13 eV. The calculation puts the molar mass at 109.2 g/mol. The calculation puts the strongest force on any atom at 5.0 eV/A. The net charge is +1.

Here are the Löwdin charges for atoms 1 to 4, given in e:
1 C 0.155
2 C -0.267
3 N 0.088
4 C -0.058